Entry 1:
Computed, not measured: C9H16N2O3S as an isolated structure in a non-equilibrium geometry, with the ωB97M-V functional and the def2-TZVPD basis.

Last column: natural (NBO) charge in e.
Atoms and positions in Å:
1 S -2.1845 1.0995 -1.1808  -0.01
2 O 0.5926 -0.0241 3.2838  -0.54
3 O -1.1678 0.1087 2.0007  -0.69
4 O 2.2415 2.3448 -0.7421  -0.47
5 N -1.8363 2.8375 0.9119  -0.85
6 N 0.3823 1.2631 0.2088  -0.25
7 C 0.9025 0.2171 0.9609  -0.25
8 C 1.4474 -0.8893 -1.2538  -0.60
9 C 0.9008 -1.0675 0.1697  0.03
10 C -1.1828 2.2928 -0.2466  0.03
11 C 1.7992 -2.0100 0.9710  -0.63
12 C 0.0942 0.1001 2.2192  0.80
13 C 1.0754 2.2343 -0.4876  0.63
14 C -0.1698 3.2286 -1.0136  -0.57
15 C -0.5576 -1.7696 0.0392  -0.63
16 H -1.2201 0.8441 -1.9339  0.09
17 H -1.3625 -0.0669 1.0719  0.52
18 H -1.1889 3.4002 1.5119  0.37
19 H 1.9493 0.4286 1.1689  0.23
20 H -0.3625 3.2407 -2.0375  0.24
21 H 1.1255 -1.7510 -1.6561  0.21
22 H 1.9001 -1.7734 1.9729  0.23
23 H 2.7574 -1.8733 0.5261  0.21
24 H -2.2688 2.0719 1.4640  0.38
25 H -1.1492 -0.9996 -0.3031  0.20
26 H -0.8695 -2.1557 0.9584  0.22
27 H 1.7246 -3.2021 1.0006  0.22
28 H 1.0483 -0.0031 -1.7836  0.20
29 H 2.4848 -0.7341 -1.2322  0.22
30 H -0.2916 -2.4885 -0.6880  0.22
31 H -0.3682 4.2756 -0.7198  0.25

## Properties
Energy above the lowest of the compared OMol25 structures with the same formula, charge and spin   0.0 kcal per mole
Gap between HOMO and LUMO (alpha / beta)   5.7 / 6.4 eV
HOMO (alpha / beta)   -5.2 / -9.5 eV
LUMO energy (alpha / beta)   0.51 / -3.07 eV
Spin multiplicity   3
<S²>   2.017


Entry 2:
Computed, not measured: one molecule with the formula CH2N4O in a non-equilibrium geometry, with the ωB97M-V functional and the def2-TZVPD basis.

Last column: natural (NBO) charge in e.
Atoms and positions in Å:
1 O 0.5516 -1.0361 1.1095  -0.19
2 N 0.3974 0.9871 0.9581  -0.24
3 N 0.8168 0.0718 1.7212  0.21
4 N -0.4039 -0.8361 0.0377  -0.37
5 N -0.2125 1.3367 -1.1440  -0.57
6 C -0.0213 0.4906 -0.2613  0.42
7 H -0.6433 0.6997 -1.7509  0.32
8 H -0.4848 -1.7135 -0.6703  0.43

## Properties
Energy above the lowest of the compared OMol25 structures with the same formula, charge and spin   99.7 kcal per mole
Gap between HOMO and LUMO   10.0 eV
HOMO   -10.0 eV
SMILES string   [H]/N=c1/nno[nH]1
LUMO energy   -0.01 eV
Spin multiplicity   1


Entry 3:
Computed, not measured: C38H41EuN11O7 as an isolated structure in a non-equilibrium geometry, with the ωB97M-V functional and the def2-TZVPD basis.

Last column: Löwdin spin population.
Atoms and positions in Å:
1 Eu 0.9051 -0.4285 -0.1985  6.05
2 O -0.2390 -1.0572 1.6690  -0.01
3 O -1.7096 5.9731 5.4671  0.00
4 O 3.1618 0.3031 -0.9099  -0.01
5 O 0.2963 5.7743 6.2163  0.00
6 O -0.3383 1.4608 0.4576  -0.01
7 O -5.5179 -2.7250 -0.5090  0.00
8 O 1.6847 1.1627 1.2605  -0.01
9 N 1.9093 0.0215 -5.2763  0.00
10 N 3.9918 0.4689 -4.2849  0.00
11 N -0.9405 -2.0434 -0.9753  -0.01
12 N 2.5962 -2.4886 -1.2952  0.00
13 N -1.3126 0.0063 -3.2157  0.00
14 N 2.1881 0.1086 -2.9623  0.00
15 N 2.1267 -1.8615 1.2005  -0.01
16 N -5.1002 -0.5224 -0.7413  0.00
17 N -0.5845 5.5250 5.4234  0.00
18 N 1.8903 -1.5414 2.4394  0.00
19 N -0.5829 0.6038 -2.2614  0.00
20 C -3.8347 1.4807 0.0905  0.00
21 C 2.6823 0.2045 -4.2004  0.00
22 C -0.7084 1.9004 -2.4941  0.00
23 C 2.7964 -2.8350 -2.5612  0.00
24 C 0.5627 1.7523 1.3009  0.00
25 C -4.2743 0.6305 -1.0965  0.00
26 C -3.3214 -2.2370 -1.1301  0.00
27 C 4.8467 -3.3327 -0.8398  0.00
28 C 1.2620 3.0871 3.2873  0.00
29 C -1.8948 0.8924 -4.0522  0.00
30 C 3.4106 -2.4400 0.9378  0.00
31 C 4.7985 0.5029 -5.4892  0.00
32 C -0.2782 4.5524 4.3410  0.00
33 C -0.9837 3.3369 2.4326  0.00
34 C 1.0523 0.4958 6.0116  0.00
35 C -0.8026 -3.1668 -1.6818  0.00
36 C -6.7258 -0.3648 1.1445  0.00
37 C -4.7279 -1.8268 -0.7487  0.00
38 C -2.1741 -1.6138 -0.6886  0.00
39 C 0.2797 2.7590 2.3620  0.00
40 C -6.4883 -0.2489 -0.3533  0.00
41 C 3.2359 0.3207 -2.1397  0.00
42 C -1.5220 2.1418 -3.6189  0.00
43 C 5.0110 -3.6485 -2.1575  0.00
44 C -0.9475 0.1091 4.1197  0.00
45 C -1.2734 4.2474 3.4330  0.00
46 C 0.3364 -0.3855 3.8895  0.00
47 C -1.2280 0.7975 5.2886  0.00
48 C 3.9572 -3.4067 -3.0563  0.00
49 C 3.6198 -2.7553 -0.3924  0.00
50 C 4.4207 -2.6627 2.0025  0.00
51 C -0.2272 0.9949 6.2323  0.00
52 C -1.8987 -3.8784 -2.1504  0.00
53 C 1.3367 -0.1937 4.8455  0.00
54 C 0.9841 3.9970 4.2943  0.00
55 C -3.1698 -3.4076 -1.8679  0.00
56 C 0.6242 -1.0203 2.5989  0.00
57 C 4.5099 0.5395 -2.9265  0.00
58 H -2.2236 1.1846 5.4645  0.00
59 H 5.3033 -2.0390 1.8350  0.00
60 H -0.2244 2.6118 -1.8452  0.00
61 H 0.9148 -0.0104 -5.1244  0.00
62 H -0.4446 1.5369 7.1442  0.00
63 H 2.2312 2.6114 3.2208  0.00
64 H 5.0474 -0.4998 -5.8407  0.00
65 H -2.2447 4.7100 3.5261  0.00
66 H -4.6906 1.9720 0.5558  0.00
67 H 5.6375 -3.5254 -0.1296  0.00
68 H -1.7101 -0.0400 3.3665  0.00
69 H -6.7161 0.7591 -0.7018  0.00
70 H 4.0089 -2.4142 2.9768  0.00
71 H 0.2127 -3.4991 -1.8590  0.00
72 H 2.2456 0.2077 -6.2038  0.00
73 H 4.0314 -3.6710 -4.1021  0.00
74 H 5.9365 -4.0930 -2.5008  0.00
75 H -2.2205 -0.7376 -0.0555  0.00
76 H 5.2280 -0.2544 -2.7090  0.00
77 H -7.1317 -0.9462 -0.8870  0.00
78 H 1.9717 -2.6338 -3.2390  0.00
79 H -1.7347 3.0556 1.7069  0.00
80 H 4.7480 -3.7047 2.0174  0.00
81 H -6.1043 0.3380 1.7016  0.00
82 H 4.2874 1.0491 -6.2825  0.00
83 H 1.8280 0.6495 6.7506  0.00
84 H -3.4178 0.2956 -1.6739  0.00
85 H -4.8685 1.2486 -1.7731  0.00
86 H -3.1340 2.2491 -0.2409  0.00
87 H -1.4043 -0.9976 -3.2106  0.00
88 H -2.5298 0.5706 -4.8614  0.00
89 H 1.7188 4.2730 5.0364  0.00
90 H -6.5085 -1.3762 1.4864  0.00
91 H -1.8061 3.0912 -4.0381  0.00
92 H 5.7209 1.0366 -5.2751  0.00
93 H 4.9603 1.5066 -2.7015  0.00
94 H -4.0573 -3.9422 -2.1826  0.00
95 H -7.7704 -0.1461 1.3699  0.00
96 H -1.7517 -4.7938 -2.7066  0.00
97 H -3.3405 0.8818 0.8572  0.00
98 H 2.3312 -0.5727 4.6574  0.00

## Properties
Charge   +1
Energy above the lowest of the compared OMol25 structures with the same formula, charge and spin   0.0 kcal per mole
Gap between HOMO and LUMO (alpha / beta)   6.4 / 6.4 eV
HOMO (alpha / beta)   -9.6 / -9.6 eV
LUMO energy (alpha / beta)   -3.20 / -3.17 eV
Spin multiplicity   7
<S²>   12.009


Entry 4:
Computed, not measured: C60H38BrI4N6O2Tl as an isolated structure in a non-equilibrium geometry, with the ωB97M-V functional and the def2-TZVPD basis.

Last column: Mulliken charge in e.
Atoms and positions in Å:
1 Tl 3.2724 5.1448 22.5489  2.26
2 I 11.8430 4.5035 27.2584  0.12
3 I 5.6270 13.4275 17.4380  0.09
4 I 2.1691 -3.6026 26.9669  0.07
5 I -2.6444 2.9571 14.9490  0.07
6 Br 1.6027 6.0279 26.2429  -0.15
7 O 0.1716 6.1666 20.6120  -0.29
8 O 0.2389 10.2265 20.8302  -0.32
9 N 2.0140 3.4144 22.1298  -0.26
10 N -0.2786 7.7028 22.3150  0.08
11 N 2.5944 6.1356 20.6962  -0.28
12 N 4.1275 3.9291 24.1121  -0.29
13 N 4.8896 6.5401 22.5659  -0.19
14 N 0.7717 7.4913 23.2726  0.12
15 C 6.2510 5.4699 24.3792  0.79
16 C 5.7915 6.5823 23.6128  0.68
17 C 3.6041 -0.3287 24.6055  -0.29
18 C 2.5538 0.5928 24.5105  -0.38
19 C 3.4853 -1.5060 25.3927  -0.66
20 C -2.3230 9.9591 18.2719  -0.97
21 C -0.8071 8.2680 19.9523  0.45
22 C 2.1479 10.6741 24.7029  0.01
23 C 6.1008 10.8921 18.9039  -0.73
24 C 1.5409 12.8863 25.4676  -0.47
25 C 2.1482 2.2529 22.8029  0.26
26 C 0.4309 3.8034 18.6659  -0.81
27 C -0.9859 4.0307 18.7539  0.36
28 C 1.4489 0.3211 25.2467  0.08
29 C 8.2097 6.1518 25.8251  0.20
30 C 1.5283 11.0710 27.0438  -0.59
31 C 1.2532 4.2005 19.8726  -0.72
32 C 6.4620 7.7729 23.5349  -1.16
33 C 2.7690 1.9649 23.9656  0.80
34 C 1.4844 1.1821 21.9383  -1.33
35 C 5.8527 9.6740 19.5600  -0.93
36 C 1.3680 3.2600 20.9147  0.57
37 C 9.4372 6.0393 26.4159  -1.01
38 C 7.5732 5.3000 24.9715  -0.68
39 C 1.2967 -0.7589 26.0761  -0.60
40 C 10.1129 4.9147 26.2307  0.19
41 C 3.1795 7.2082 19.9808  -0.15
42 C 5.3269 4.2855 24.7142  0.20
43 C -1.3470 3.4270 16.4921  -0.11
44 C 4.5198 9.2425 19.8356  -0.25
45 C 5.5405 3.2021 25.7027  -1.49
46 C -2.5598 8.5871 18.4040  -0.50
47 C 5.7876 8.6097 22.4588  -1.01
48 C 0.8774 3.3646 17.4756  -0.01
49 C 0.5125 7.8890 24.4506  -0.70
50 C 1.4193 5.6887 20.0117  1.92
51 C 1.8966 8.7421 26.2640  -0.72
52 C -0.7518 9.6583 20.0527  0.27
53 C 8.4459 4.1527 24.6867  -0.38
54 C 9.6215 3.9734 25.3322  -0.65
55 C 3.5388 10.1808 19.5029  0.24
56 C 3.6590 2.7567 24.5694  0.55
57 C 1.8885 10.1922 26.0108  0.42
58 C 0.0944 7.5323 20.9484  0.50
59 C 1.9559 12.0453 24.4385  -0.79
60 C 4.5219 2.3719 25.6721  -1.30
61 C 0.9228 1.8549 20.8918  -1.35
62 C 0.0238 3.0682 16.4120  -0.78
63 C 1.4734 6.3716 18.7221  -0.95
64 C 2.4476 7.2730 18.7213  -1.58
65 C -1.7917 7.7504 19.2088  -0.22
66 C 4.1979 7.9268 20.5487  0.82
67 C -1.4728 10.4563 19.2663  -0.56
68 C 5.0719 11.7074 18.4820  -0.23
69 C -1.8484 3.9282 17.6444  -0.83
70 C 2.2343 -1.7672 25.9705  -0.12
71 C 3.7885 11.4280 18.8738  -0.44
72 C 1.4527 12.4417 26.7834  -0.54
73 C 4.9323 7.7481 21.8569  0.02
74 C 1.4081 7.7675 25.5664  0.40
75 H 5.9856 9.5785 21.8930  0.64
76 H 7.3558 7.9891 24.1068  0.55
77 H 4.3092 -2.2298 25.3464  0.36
78 H 9.7172 6.8047 27.0863  0.44
79 H -1.2588 11.5354 19.2892  0.30
80 H 6.6606 9.0457 19.9494  0.64
81 H 4.4912 -0.0886 24.0149  0.49
82 H -1.3239 4.4293 19.7590  0.50
83 H 2.4882 10.0182 19.8448  0.27
84 H 1.4608 10.7254 28.0443  0.45
85 H 0.7435 6.3474 17.9654  0.76
86 H 0.3189 11.1708 20.5795  0.30
87 H -2.0239 6.7256 19.3060  0.48
88 H 10.2323 3.0451 25.3190  0.29
89 H 2.4545 9.9580 23.9104  0.46
90 H -0.3972 8.3766 24.7883  0.37
91 H 2.3645 8.4363 27.2092  0.44
92 H 1.4610 13.9808 25.2165  0.28
93 H 4.4521 1.6047 26.3683  0.71
94 H 1.3982 13.1471 27.5602  0.43
95 H 0.5593 2.7394 15.5504  0.42
96 H 2.7149 8.0746 18.0267  0.53
97 H 0.2805 1.6472 20.0833  0.71
98 H 7.6777 7.0952 26.0716  0.41
99 H 2.9336 12.1175 18.7797  0.43
100 H 0.4385 -0.8155 26.7180  0.42
101 H -1.2378 7.9186 22.6734  0.39
102 H 8.1023 3.3013 24.1151  0.44
103 H -2.8457 10.6996 17.6087  0.34
104 H -3.3939 8.0196 17.9481  0.36
105 H 0.7737 1.1953 25.3886  0.36
106 H 1.0804 7.9845 20.7978  -0.54
107 H 7.0980 11.3149 18.7020  0.29
108 H 6.4189 3.3892 26.3055  0.65
109 H 1.9135 3.0826 17.3224  0.44
110 H -2.8918 4.0712 17.8017  0.49
111 H 1.3947 0.1406 22.1808  0.51
112 H 2.2098 12.5041 23.4922  0.46

## Properties
Gap between HOMO and LUMO (alpha / beta)   5.1 / 5.3 eV
HOMO (alpha / beta)   -6.6 / -6.7 eV
LUMO energy (alpha / beta)   -1.52 / -1.45 eV
Spin multiplicity   1


Entry 5:
Computed, not measured: a 6-piece molecular cluster, C16H24Cl4O12 overall in a non-equilibrium geometry, with the ωB97M-V functional and the def2-TZVPD basis.

Last column: natural (NBO) charge in e.
Atoms and positions in Å:
1 Cl 2.3481 -2.4155 -2.7849  -0.04
2 Cl -2.5777 1.1623 6.9374  -0.05
3 Cl 3.6572 -3.4661 0.0103  -0.07
4 Cl -0.6283 0.4953 4.3643  -0.07
5 O 2.1432 -2.0640 2.8252  -0.50
6 O -2.3618 4.9458 -0.4536  -0.49
7 O -0.4113 3.0791 -6.6560  -0.57
8 O -1.9420 6.4936 -2.0373  -0.57
9 O -2.5184 4.3970 -2.6085  -0.49
10 O -0.8991 1.1282 -5.6544  -0.49
11 O 0.9445 -3.9453 2.5439  -0.57
12 O 2.4618 -3.7983 4.1917  -0.48
13 O -1.7884 0.0004 -2.1045  -0.61
14 O -0.5636 0.9158 -0.4523  -0.51
15 O -0.5162 -1.2872 -0.7717  -0.48
16 O -2.5393 2.5338 -6.1755  -0.49
17 C -3.2206 1.3492 -5.7817  -0.09
18 C 0.5432 -1.0054 0.1375  -0.11
19 C -2.8155 3.6002 -0.4551  -0.10
20 C 1.7669 -3.3332 3.1365  0.97
21 C -1.0278 -0.1136 -1.1977  0.98
22 C 4.0099 -2.0711 -2.2797  -0.40
23 C -2.0786 0.3288 -5.5369  -0.11
24 C -2.6198 3.1660 -1.9102  -0.10
25 C 3.3524 -2.8147 4.6864  -0.10
26 C -0.9025 -0.6305 5.7223  -0.39
27 C -2.2649 -0.4787 6.3027  -0.40
28 C 4.6086 -3.1861 -1.4725  -0.38
29 C 3.0693 -1.5845 3.8059  -0.10
30 C 0.1337 0.3588 0.6732  -0.10
31 C -1.2069 2.3222 -6.2137  0.97
32 C -2.2348 5.3908 -1.7223  0.97
33 H -2.2998 2.9165 0.2156  0.20
34 H 0.5947 -1.7026 0.9727  0.23
35 H 1.5306 -0.9909 -0.3211  0.19
36 H 5.6259 -2.9364 -1.1764  0.22
37 H -0.7769 -1.6546 5.3640  0.23
38 H 4.3918 -3.1366 4.6360  0.20
39 H -3.4436 2.5687 -2.2962  0.19
40 H -3.8999 0.9991 -6.5559  0.19
41 H 4.6342 -1.9153 -3.1605  0.23
42 H -3.0537 -0.6665 5.5749  0.23
43 H -1.7232 2.5545 -1.9912  0.20
44 H -3.8681 3.5819 -0.1586  0.18
45 H 3.9628 -1.2253 3.2986  0.20
46 H 4.6578 -4.1087 -2.0462  0.22
47 H 4.0060 -1.1343 -1.7278  0.22
48 H -2.4833 -1.1811 7.1068  0.23
49 H 3.1667 -2.5927 5.7380  0.19
50 H 2.6068 -0.7587 4.3450  0.19
51 H 1.0024 0.9762 0.8995  0.20
52 H -2.0270 -0.4021 -6.3410  0.18
53 H -3.7750 1.5714 -4.8720  0.18
54 H -0.4990 0.3310 1.5586  0.19
55 H -2.1774 -0.0906 -4.5411  0.22
56 H -0.0742 -0.4760 6.4094  0.22

## Properties
Gap between HOMO and LUMO   10.7 eV
HOMO   -10.6 eV
SMILES string   O=C1OCCO1.O=C1OCCO1.O=C1OCCO1.O=C1OCCO1.ClCCCl.ClCCCl
LUMO energy   0.06 eV
Spin multiplicity   1


Entry 6:
Computed, not measured: one molecule with the formula C6H11NO in a non-equilibrium geometry, with the ωB97M-V functional and the def2-TZVPD basis.

Last column: natural (NBO) charge in e.
Atoms and positions in Å:
1 O -3.7116 0.7880 -0.3049  -0.52
2 N 1.4482 0.0560 -0.6665  -0.62
3 C 1.1498 1.4709 1.1935  -0.53
4 C 1.6301 -1.3288 -1.1400  -0.43
5 C 0.7315 0.4223 0.4705  0.21
6 C -0.4910 -0.4079 0.7701  -0.47
7 C -1.6556 -0.3147 -0.2134  -0.50
8 C -2.5322 0.9489 -0.1144  0.44
9 H -2.3318 -1.1708 -0.1730  0.23
10 H -0.3612 -1.4746 0.8947  0.23
11 H -2.0549 1.9035 0.1308  0.12
12 H 0.8644 -1.3980 -1.9125  0.20
13 H 2.2712 0.6041 -0.8503  0.38
14 H 1.5819 -2.0967 -0.3841  0.19
15 H 2.1298 1.9193 1.1467  0.20
16 H -0.6526 -0.0354 1.7992  0.23
17 H -1.2449 -0.2768 -1.2239  0.23
18 H 2.6751 -1.4890 -1.4257  0.21
19 H 0.5535 1.8795 2.0032  0.20

## Properties
Energy above the lowest of the compared OMol25 structures with the same formula, charge and spin   50.9 kcal per mole
Gap between HOMO and LUMO   9.0 eV
HOMO   -8.1 eV
SMILES string   C=C(CCC=O)NC
LUMO energy   0.86 eV
Spin multiplicity   1